[1]
One molecule with the formula C4H4F2S, computed with the ωB97M-V functional and the def2-TZVPD basis.

Calculated values
HOMO energy   -8.65 eV
Charge   0
HOMO-LUMO gap   7.9 eV
Multiplicity   1
SMILES   FC(F)/C=C\C=S

The geometry in XYZ format:
```
11
Properties=species:S:1:pos:R:3:forces:R:3
C 1.2604 0.0146 0.4893 3.4 -1.5 -1.1
C 0.3004 -1.0226 0.1264 -2.2 -2.3 2.5
C -0.9633 -0.6332 -0.0797 -1.0 1.9 -3.1
C -1.0359 0.8848 -0.7211 -2.1 -0.7 1.1
H 2.3233 -0.5032 0.5792 -1.9 1.6 0.1
H 0.5221 -2.0285 0.5839 -0.2 1.0 -0.8
H -2.0055 -1.2319 -0.1684 2.9 1.4 0.4
H -0.1032 1.5431 -0.9182 -2.7 -1.5 0.3
F 1.3319 0.8943 -0.5990 2.5 -0.1 1.6
F 0.9213 0.6295 1.6544 0.4 0.3 -0.8
S -2.5515 1.4531 -0.9468 0.9 -0.2 -0.1
```
Positions in Å, forces in eV/Å.



[2]
One molecule with the formula C4H4FN3S, computed with the ωB97M-V functional and the def2-TZVPD basis.

Calculated values
HOMO energy   -8.00 eV
Charge   0
HOMO-LUMO gap   8.3 eV
Multiplicity   1
SMILES   Nc1nc(=S)[nH]cc1F

The geometry in XYZ format:
```
13
Properties=species:S:1:pos:R:3:forces:R:3
F -1.0165 -2.3105 -0.0739 0.6 0.7 0.0
S 0.6180 3.1956 0.4476 0.0 0.4 -0.3
N 1.0083 0.7520 -0.4653 -1.7 1.3 1.3
C 0.2072 1.6049 0.2457 1.0 1.3 0.9
C 0.6368 -0.4830 -0.5108 -0.5 -1.6 -0.6
C -0.5925 -1.0325 0.1297 0.4 1.3 0.0
C -1.3262 -0.1629 0.8709 1.8 0.8 -1.1
N 1.4560 -1.2152 -1.2771 -0.1 -1.2 -0.1
N -0.8820 1.1734 0.9798 -0.9 -2.4 -0.7
H -2.2203 -0.5010 1.3189 -0.9 0.1 0.6
H 2.2747 -0.7236 -1.6304 -0.5 -0.4 0.1
H 1.2978 -2.1966 -1.4373 0.2 0.1 0.0
H -1.4613 1.8995 1.4022 0.4 -0.4 -0.1
```
Positions in Å, forces in eV/Å.



[3]
One molecule with the formula C4H4FNOS, computed with the ωB97M-V functional and the def2-TZVPD basis.

Calculated values
HOMO energy   -9.10 eV
Charge   0
HOMO-LUMO gap   8.5 eV
Multiplicity   1
SMILES   O=CN(C=S)/C=C\F

The geometry in XYZ format:
```
12
Properties=species:S:1:pos:R:3:forces:R:3
C 0.2355 1.9106 0.3760 0.9 -0.3 -1.1
C 0.8862 0.7685 0.7928 -3.0 3.2 0.6
C 1.6459 -1.1466 -0.3501 3.7 3.9 2.0
C -0.6915 -1.0453 -0.0424 -1.3 -3.3 1.8
H 0.2212 2.9971 0.5925 0.6 -1.2 1.3
H 1.2045 0.5434 1.8028 0.7 1.0 0.0
H 1.3949 -1.9102 -0.9917 -0.5 -2.2 -1.3
H -0.5603 -2.3315 0.0393 0.2 3.8 -0.9
N 0.5798 -0.4175 0.1558 -2.5 -2.9 -2.2
O 2.7945 -0.7277 -0.1313 -2.3 -1.5 -0.7
F -0.4191 1.9388 -0.8350 0.5 -1.0 0.6
S -2.3350 -0.6830 0.0859 3.1 0.4 -0.2
```
Positions in Å, forces in eV/Å.



[4]
One molecule with the formula C4H4FNS2, computed with the ωB97M-V functional and the def2-TZVPD basis.

Calculated values
HOMO energy   -8.55 eV
Charge   0
HOMO-LUMO gap   9.3 eV
Multiplicity   1
SMILES   Fc1[nH]cc(S)c1S

The geometry in XYZ format:
```
12
Properties=species:S:1:pos:R:3:forces:R:3
C 0.7709 -0.5768 -0.0221 -0.1 -0.6 0.0
C 0.2547 -1.8528 -0.0277 -0.1 1.0 0.1
C -1.4515 -0.4295 0.0126 0.0 -0.3 0.0
C -0.3321 0.3427 0.0074 0.1 0.4 0.0
H 2.5380 0.5494 -1.0466 0.0 0.0 0.0
H 0.7692 -2.7854 -0.0196 0.1 -0.4 0.0
H -1.7827 -2.5133 -0.0016 0.0 0.1 0.0
H 0.1449 2.3027 1.1832 0.0 0.0 0.0
N -1.1281 -1.7486 0.0008 0.4 0.0 0.0
F -2.7271 -0.0816 0.0100 -0.1 0.0 0.0
S 2.4929 -0.1963 0.0677 -0.3 0.0 0.0
S -0.2854 2.1037 -0.0697 0.0 -0.3 0.0
```
Positions in Å, forces in eV/Å.



[5]
One molecule with the formula C4H4FNS2, computed with the ωB97M-V functional and the def2-TZVPD basis.

Calculated values
HOMO energy   -8.28 eV
Charge   0
HOMO-LUMO gap   9.0 eV
Multiplicity   1
SMILES   Fc1[nH]cc(S)c1S

The geometry in XYZ format:
```
12
Properties=species:S:1:pos:R:3:forces:R:3
C -0.1797 0.4045 -0.7475 4.0 2.0 -1.9
C 0.9766 1.2280 -0.8181 0.8 1.4 -0.8
C 1.0086 0.2195 1.1028 -1.2 -0.5 -0.3
C -0.0842 -0.3332 0.4205 0.2 -0.3 2.1
H -0.9505 -0.7503 -2.8091 0.0 1.3 1.1
H 1.4518 1.9056 -1.6143 -1.4 -1.4 1.2
H 2.5886 1.3532 0.7297 0.0 0.7 -0.8
H -2.2416 -1.0449 1.2184 1.2 -0.7 -0.4
N 1.6605 1.1554 0.3835 -1.2 -1.4 0.1
F 1.4063 0.1196 2.3515 0.1 -0.9 0.8
S -1.1361 0.5041 -2.1600 -1.4 -1.5 -1.7
S -1.0799 -1.7380 0.8401 -0.9 1.1 0.6
```
Positions in Å, forces in eV/Å.



[6]
A 2-piece molecular cluster, C4H4I2NO3 overall, computed with the ωB97M-V functional and the def2-TZVPD basis.

Calculated values
HOMO energy   -4.42 eV
Charge   -1
HOMO-LUMO gap   7.1 eV
Multiplicity   1

The geometry in XYZ format:
```
14
Properties=species:S:1:pos:R:3:forces:R:3
C -3.5954 -1.9294 0.4144 -0.8 1.3 -1.6
C 0.6999 -0.2830 0.4556 -0.3 1.2 -0.4
C -0.3150 -1.3383 0.8952 -1.8 0.5 1.6
C -1.0688 0.9864 -0.3821 0.8 0.5 0.2
N 0.0070 0.4490 -0.6123 1.0 -1.7 0.1
O -3.8806 -1.0344 -0.2721 0.3 0.3 0.1
O -3.5171 -2.9015 1.0067 0.4 -1.7 1.3
O -1.5065 -0.9484 1.1562 2.8 -1.3 -0.6
I -1.4880 2.1922 1.4126 -0.3 0.1 0.1
I -0.2490 -2.6751 -1.3270 0.0 -0.6 -0.2
H 0.6780 0.4687 1.2972 0.9 -0.9 -0.2
H 1.6717 -0.7993 0.1677 -1.2 1.2 0.3
H 0.2111 -2.1382 1.4849 -0.8 0.3 -0.5
H -1.7872 1.0617 -1.1506 -1.1 0.7 -0.5
```
Positions in Å, forces in eV/Å.



[7]
One molecule with the formula C4H4IN3O4, computed with the ωB97M-V functional and the def2-TZVPD basis.

Calculated values
HOMO energy (alpha / beta)   -8.61 / -9.08 eV
Charge   0
HOMO-LUMO gap (alpha / beta)   6.3 / 7.6 eV
Multiplicity   1

The geometry in XYZ format:
```
16
Properties=species:S:1:pos:R:3:forces:R:3
C -1.8345 0.8312 -1.1205 0.1 -2.9 -1.3
C -2.2796 2.9681 -0.3869 -0.5 -0.3 -1.3
C -1.5388 3.0020 0.6569 1.4 0.0 2.2
C 0.5750 -0.8070 0.6562 0.0 1.1 -0.4
N -2.6639 1.8510 -1.0351 -0.5 1.6 -0.2
N -1.0490 0.4571 -0.1772 -0.1 -0.2 0.6
N -2.6997 4.2480 -1.0637 -0.1 -0.5 -0.4
O -3.1787 4.1572 -2.1619 -0.2 -0.2 -0.2
O -2.4185 5.2603 -0.4912 0.2 1.0 0.7
O 1.4937 0.2458 0.3852 0.5 -1.2 -0.2
O -0.3782 -0.7849 -0.3484 -1.9 1.6 -1.2
I -0.4140 2.8667 2.2947 -0.6 0.1 -0.9
H -2.0198 0.2325 -2.0541 0.4 0.2 1.0
H 0.8990 -1.8378 0.4313 0.8 0.3 1.4
H 0.0929 -0.4759 1.6142 0.7 -1.1 -0.5
H 1.8000 0.0759 -0.5268 0.0 0.3 0.5
```
Positions in Å, forces in eV/Å.



[8]
A 2-piece molecular cluster, C4H4INO2 overall, computed with the ωB97M-V functional and the def2-TZVPD basis.

Calculated values
HOMO energy (alpha / beta)   -7.98 / -7.98 eV
Charge   0
HOMO-LUMO gap (alpha / beta)   7.8 / 7.8 eV
Multiplicity   1

The geometry in XYZ format:
```
12
Properties=species:S:1:pos:R:3:forces:R:3
C -0.3015 1.8642 1.2891 -0.7 0.4 1.6
C -0.2955 -2.3483 1.8180 -0.3 0.2 -0.2
C 0.3481 1.1624 -0.9724 0.3 1.1 0.3
C -0.0895 -0.0035 -1.7443 -0.9 -0.8 -0.7
N 0.1856 1.5174 0.2317 -0.4 -1.4 -0.5
O 0.2977 -2.0514 2.7432 1.2 0.2 1.8
O -0.9159 -2.6040 0.8906 -0.9 -0.6 -1.6
I 0.6604 1.3548 3.1458 0.1 0.2 -0.6
H 0.8387 1.9234 -1.5004 1.0 0.8 -1.1
H -0.6254 -0.7288 -1.1101 0.9 -0.2 -0.2
H 0.8231 -0.3556 -2.3334 -1.5 -0.1 0.8
H -0.9257 0.2694 -2.4578 1.2 0.1 0.4
```
Positions in Å, forces in eV/Å.



[9]
C4H4InO5 as an isolated structure, computed with the ωB97M-V functional and the def2-TZVPD basis.

Calculated values
HOMO energy (alpha / beta)   -14.70 / -14.70 eV
Charge   +1
HOMO-LUMO gap (alpha / beta)   7.3 / 7.3 eV
Multiplicity   1

The geometry in XYZ format:
```
14
Properties=species:S:1:pos:R:3:forces:R:3
O 0.0823 -1.4916 -0.6194 1.1 1.0 -3.9
C -0.8099 -3.0714 -1.1721 0.7 -2.2 -3.7
O -0.6258 -3.6449 -2.2002 -0.2 3.1 3.0
O -1.3606 -3.2858 -0.0776 -1.3 -1.2 1.0
H 1.5747 2.5285 0.9195 -0.1 -0.4 -0.1
O 1.2747 0.4910 0.9192 -0.9 -2.7 -0.8
C 1.1207 1.7696 0.2720 0.0 0.8 -0.2
C -0.3993 1.9120 0.1462 0.1 0.8 -0.2
O -0.8859 0.7186 0.7888 0.4 -2.7 -0.6
C 0.1126 -0.2044 0.8260 0.5 6.2 1.0
H 1.6308 1.7540 -0.6997 -0.1 -0.1 0.4
H -0.7416 1.9386 -0.8964 0.0 -0.1 0.4
H -0.8042 2.7711 0.6932 0.1 -0.3 -0.1
In -0.1686 -2.1854 1.1006 -0.4 -2.1 3.9
```
Positions in Å, forces in eV/Å.



[10]
C4H4LiMgO5 as an isolated structure, computed with the ωB97M-V functional and the def2-TZVPD basis.

Calculated values
HOMO energy (alpha / beta)   -14.60 / -10.26 eV
Charge   +1
HOMO-LUMO gap (alpha / beta)   10.2 / 3.1 eV
Multiplicity   1

The geometry in XYZ format:
```
15
Properties=species:S:1:pos:R:3:forces:R:3
O 1.2055 -1.2399 -2.2987 -0.8 1.1 0.0
C 1.8536 -1.8372 -1.2994 -0.3 -4.6 -1.6
C 0.0627 -0.5409 -1.7225 -0.3 0.0 -0.7
O 2.3989 -2.9118 -1.3984 0.1 2.4 0.3
O 1.5435 -1.2782 -0.1362 -1.8 2.6 2.5
C 0.5127 -0.2238 -0.3219 3.9 -1.8 -2.2
Li -0.5130 -0.8572 1.5794 -0.3 0.2 0.4
H -0.7932 -1.2275 -1.8125 0.1 0.2 0.2
H -0.1581 0.3570 -2.3107 0.1 -0.2 0.1
H 1.1291 0.6891 -0.2732 -0.9 0.4 1.0
C -1.3811 1.9005 1.4956 3.5 0.1 0.1
O -1.4442 0.7518 2.0959 -0.2 -1.0 -1.1
O -1.6278 2.9121 2.2026 -0.1 -0.7 -2.5
Mg -2.1399 1.7180 3.7495 -0.4 0.1 1.0
H -0.6488 1.7880 0.4504 -2.8 1.3 2.5
```
Positions in Å, forces in eV/Å.



[11]
C4H4LiO5Sn as an isolated structure, computed with the ωB97M-V functional and the def2-TZVPD basis.

Calculated values
HOMO energy   -12.49 eV
Charge   +1
HOMO-LUMO gap   7.3 eV
Multiplicity   1

The geometry in XYZ format:
```
15
Properties=species:S:1:pos:R:3:forces:R:3
O -0.9186 1.3197 -2.3891 -1.9 0.0 1.0
C 0.3464 1.2990 -2.0418 0.7 0.1 0.9
C -1.6545 2.2918 -1.5212 0.4 0.9 -1.4
O 1.1308 0.4321 -2.3855 -0.5 -0.2 -0.1
O 0.6704 2.2784 -1.2218 0.2 0.0 -0.1
C -0.5038 2.9667 -0.7655 -0.1 0.3 0.2
H -2.4553 1.9489 -0.8597 0.5 -1.1 -0.2
H -2.1620 2.9383 -2.2448 0.3 0.1 0.2
H -0.5709 2.8205 0.3182 0.0 0.0 -0.3
H -0.3997 4.0305 -0.9983 0.0 -0.3 0.0
O -2.1546 -0.7849 0.9455 0.6 1.1 1.7
C -1.0925 -0.5680 0.2520 3.0 3.7 1.6
O -1.0374 -1.3824 -0.8053 3.6 0.1 -1.6
Li 0.4610 -1.3027 -1.8910 0.5 0.5 -0.2
Sn -2.7420 -1.9959 -0.4002 -7.5 -5.1 -1.7
```
Positions in Å, forces in eV/Å.



[12]
One molecule with the formula C4H4N2, computed with the ωB97M-V functional and the def2-TZVPD basis.

Calculated values
HOMO energy   -11.69 eV
Charge   0
HOMO-LUMO gap   11.7 eV
Multiplicity   1

The geometry in XYZ format:
```
10
Properties=species:S:1:pos:R:3:forces:R:3
C -1.0284 -0.4974 -0.1918 0.1 0.4 0.0
C 0.2681 0.0924 0.3640 0.0 0.3 1.1
C 1.4837 -0.4620 -0.2564 0.1 0.5 -0.1
N 2.4145 -0.9624 -0.7138 -0.5 0.2 0.2
C 0.2946 2.0856 -0.4304 0.0 0.0 0.7
N 0.2719 1.7606 0.7268 0.0 -0.9 -1.9
H -1.8808 0.0036 0.2750 0.1 -0.1 -0.1
H -1.0642 -1.5658 0.0682 0.1 0.3 -0.1
H -1.0904 -0.3899 -1.2766 0.0 0.0 0.2
H 0.3309 -0.0648 1.4350 0.1 -0.8 -0.1
```
Positions in Å, forces in eV/Å.